# 1
The following is a DFT calculation (ωB97M-V with the def2-TZVPD basis set) of the molecule C3H4N2O in a non-equilibrium geometry.

Values from the calculation:
* E_LUMO: 0.59 eV
* E_tot: -301.4609 Eh
* HOMO level: -0.39289 Eh
* HOMO-LUMO gap: 11.28 eV
* strongest force on any atom: 0.0224 Eh/bohr
* SMILES: N#CCNC=O

Geometry as XYZ:
```
10
Properties=species:S:1:pos:R:3:mulliken_charge:R:1
N 0.3464 2.8688 -0.0406 -0.372
C 0.0655 1.8029 0.3084 0.287
C -0.3287 0.4451 0.7220 -0.371
N 0.4927 -0.5771 0.1211 -0.169
C 0.0083 -1.3060 -0.9280 0.065
O -1.1249 -1.2189 -1.3490 -0.540
H -1.3527 0.2516 0.3857 0.263
H -0.3028 0.3922 1.8134 0.273
H 1.4682 -0.6465 0.3673 0.225
H 0.7588 -2.0008 -1.3422 0.339
```


# 2
The following is a DFT calculation (ωB97M-V with the def2-TZVPD basis set) of a structure of composition C3H4N2O2.

Values from the calculation:
* E_LUMO: 0.60 eV
* E_tot: -376.4963 Eh
* HOMO level: -0.32142 Eh
* HOMO-LUMO gap: 9.35 eV
* strongest force on any atom: 0.0126 Eh/bohr

Geometry as XYZ:
```
11
Properties=species:S:1:pos:R:3:mulliken_charge:R:1
N 0.8803 1.3333 -0.8889 -0.441
C 0.2533 0.5531 0.0139 0.480
C 0.7930 -0.5098 0.7528 -0.875
O -0.3079 -0.8376 1.7547 -0.299
C -0.8113 -0.9204 0.5294 1.099
O -0.7310 -2.0264 -0.1442 -0.637
N -1.1551 0.4044 -0.0094 -0.474
H 0.3704 1.5854 -1.7234 0.256
H 1.8802 1.2192 -0.9810 0.245
H 0.5154 -1.7876 0.0606 0.375
H -1.6874 0.9863 0.6356 0.270
```


Number 2 is which compound?
C3H4N2O2